Entry 1:
# C6H10N2O

A single C6H10N2O molecule (ωB97M-V with the def2-TZVPD basis set, the OMol25 dataset).

Summary:
- structure (SMILES) = [H]/N=C(/C)C(=C)C(=O)NC
- ΔE to the lowest compared entry with this formula, charge and spin (kcal per mole) = 28.55
- HOMO (eV) = -9.723
- lowest unoccupied orbital energy (eV) = 0.69
- calculated total energy (Eh) = -419.3410
- net charge = 0

Structure (XYZ):
```
19
Properties=species:S:1:pos:R:3:lowdin_charge:R:1
O -0.1810 2.2622 -0.2375 0.08
N 1.5847 1.0469 0.5202 0.02
N -1.5053 -0.7187 1.5521 0.16
C -2.7068 0.0455 -0.3657 -0.03
C 0.4278 1.2137 -0.2037 -0.45
C -1.4555 -0.3290 0.3561 -0.41
C -0.1929 -0.1499 -0.4338 -0.21
C 2.5234 -0.0482 0.5999 -0.09
C 0.1965 -0.9961 -1.3744 0.08
H -3.5752 -0.2318 0.2256 0.08
H -2.7427 -0.4344 -1.3428 0.08
H 2.0040 -1.0015 0.4652 0.07
H 2.9732 -0.0619 1.5981 0.09
H 1.9241 1.9139 0.9108 0.14
H 3.3166 0.0529 -0.1449 0.08
H -2.6950 1.1252 -0.5245 0.09
H -0.3834 -1.8717 -1.6181 0.08
H -0.6100 -0.9774 1.9637 0.06
H 1.0974 -0.8397 -1.9463 0.07
```



Entry 2:
# C6H10N2O

3 unconnected molecules or ions with the total composition C6H10N2O (ωB97M-V with the def2-TZVPD basis set, the OMol25 dataset).

Summary:
- ΔE to the lowest compared entry with this formula, charge and spin (kcal per mole) = 157.23
- HOMO (spin up / spin down) (eV) = -6.307 / -6.307
- lowest unoccupied orbital energy (spin up / spin down) (eV) = 0.41 / 0.41
- calculated total energy (Eh) = -419.1359
- net charge = 0

Structure (XYZ):
```
19
Properties=species:S:1:pos:R:3:lowdin_charge:R:1
O -1.4658 1.7967 1.9802 0.00
N 0.7366 2.2715 1.7286 0.11
N 1.6309 -2.4342 -1.0342 0.02
C 0.5424 1.1624 -1.5102 0.05
C -1.6757 -0.9490 0.4696 -0.06
C 0.2211 0.2610 -0.6291 -0.17
C -0.3892 1.5557 1.4862 -0.40
C -0.2498 -0.4962 0.3764 -0.21
C 0.6199 -1.8334 -1.4545 -0.14
H 0.4693 2.2179 -1.2749 0.07
H 1.6058 2.0147 1.2941 0.08
H 1.9198 -3.2579 -1.5818 0.05
H -2.1313 -0.4890 1.3512 0.08
H -1.7210 -2.0342 0.5742 0.08
H 0.9263 0.8719 -2.4814 0.07
H -2.2565 -0.6412 -0.3993 0.09
H 0.7254 3.0368 2.3975 0.10
H 0.4772 -0.9439 1.0465 0.12
H 0.0147 -2.1095 -2.3390 0.06
```



Entry 3:
# C6H10N2O

A molecular structure, C6H10N2O (ωB97M-V with the def2-TZVPD basis set, the OMol25 dataset).

Summary:
- ΔE to the lowest compared entry with this formula, charge and spin (kcal per mole) = 249.99
- HOMO (eV) = -7.946
- lowest unoccupied orbital energy (eV) = -0.58
- calculated total energy (Eh) = -418.9881
- net charge = 0

Structure (XYZ):
```
19
Properties=species:S:1:pos:R:3:lowdin_charge:R:1
O -0.2588 -2.3275 -1.1257 -0.08
N 0.6695 0.4865 1.1398 -0.09
N -1.1264 3.2365 -1.1272 -0.12
C 0.4864 1.4849 0.1998 -0.25
C 0.3180 -0.9162 0.8316 -0.36
C 1.5193 -1.3540 0.0068 -0.04
C 1.0638 -2.3343 -1.0066 -0.10
C -0.5071 2.4033 -0.0116 -0.26
C -0.7270 -1.6512 0.0627 -0.14
H -0.9550 2.2559 0.9770 0.07
H -1.6614 2.4052 -2.4982 0.22
H -1.7047 -1.2093 -0.1498 0.12
H 1.3174 1.2744 -0.4505 0.10
H 0.4594 1.0356 2.1951 0.22
H 2.5476 -1.5983 0.4816 0.12
H 0.1051 -1.1892 1.8880 0.14
H 1.6265 -2.9883 -1.7882 0.15
H -0.9434 -2.5415 0.9065 0.18
H -2.2292 3.5276 -0.5313 0.14
```



ΔE to the lowest compared entry with this formula, charge and spin of number 3 (C6H10N2O)? 249.99 kcal per mole



What is the formula in the second record? C6H10N2O